1.
27
Properties=species:S:1:pos:R:3:forces:R:3:lowdin_charge:R:1 method="wB97M-V/def2-TZVPD" lumo_ev="-7.9600 / -7.9084" charge=+2 max_force_ha_per_bohr=0.058 multiplicity=2 orbital_gap_ev="9.6 / 9.6" s2=0.751
Ce -0.729 -0.042 -0.455 2.575 -0.656 -1.379 1.468
C 1.333 -0.487 2.301 -0.133 -0.021 0.164 -0.137
C 2.350 0.084 1.339 0.120 0.123 -0.158 -0.157
N 1.896 -0.020 -0.072 -0.018 0.084 -0.031 -0.169
C 2.399 1.097 -0.912 0.013 0.107 0.234 -0.227
C 1.895 2.472 -0.467 0.092 0.064 0.025 -0.385
S 0.154 2.614 0.060 -0.144 0.170 -0.035 0.932
C 0.196 2.488 1.887 0.078 0.067 0.068 -0.366
C -0.465 1.268 2.521 0.188 0.025 0.062 -0.213
N -0.058 -0.063 1.988 0.128 0.307 0.060 -0.161
H 1.608 -0.187 3.315 -0.034 -0.084 0.066 0.146
H 1.352 -1.577 2.273 -0.011 -0.038 -0.023 0.141
H 3.309 -0.419 1.469 -0.012 -0.040 0.059 0.150
H 2.536 1.130 1.559 -0.014 0.015 0.000 0.103
H 2.307 -0.869 -0.454 0.029 -0.066 -0.045 0.139
H 2.121 0.901 -1.950 -0.040 -0.005 -0.036 0.129
H 3.490 1.144 -0.878 0.050 -0.065 -0.141 0.146
H 2.003 3.174 -1.292 0.005 0.009 -0.016 0.102
H 2.478 2.887 0.355 0.041 -0.022 -0.023 0.094
H -0.328 3.371 2.248 -0.012 0.028 0.005 0.104
H 1.237 2.610 2.176 -0.003 -0.035 0.052 0.089
H -1.547 1.330 2.414 -0.087 0.032 -0.034 0.127
H -0.253 1.332 3.591 -0.046 -0.080 0.059 0.147
H -0.681 -0.721 2.451 -0.034 -0.073 0.009 0.137
O -4.024 1.001 -0.209 -0.593 -0.263 0.251 0.206
N -3.012 0.504 -0.418 -0.112 0.267 0.103 -0.225
O -2.467 -0.389 0.553 -2.026 0.150 0.699 -0.319

***

2.
15
Properties=species:S:1:pos:R:3:forces:R:3:lowdin_charge:R:1 method="wB97M-V/def2-TZVPD" lumo_ev=3.8442 charge=-1 max_force_ha_per_bohr=0.033 orbital_gap_ev=7.1 relative_energy_kj_mol=296.2
O -0.885 -1.797 -1.814 -0.141 0.177 0.260 0.004
C -1.221 -1.011 -0.951 0.238 -0.309 -0.366 -0.278
C -1.001 -1.229 0.530 -0.614 0.024 0.056 -0.273
N 0.156 -0.567 1.082 -0.178 0.117 0.558 -0.070
C 0.190 1.012 1.044 0.542 -1.578 0.111 -0.552
O 1.343 1.481 1.443 -0.141 0.011 -0.480 -0.292
H -1.701 -0.062 -1.258 0.014 0.078 0.053 0.105
H -0.964 -2.313 0.690 0.210 0.002 -0.041 0.102
H -1.928 -0.891 1.038 0.378 0.143 -0.029 0.104
H 1.015 -0.979 0.737 0.078 0.345 -0.168 0.082
H -0.687 1.226 1.708 -0.105 0.265 -0.346 0.084
H -0.077 1.194 -0.039 -0.208 0.635 0.156 0.056
H 2.407 1.234 -0.774 -0.573 0.199 0.222 0.017
H 1.194 1.342 -1.734 0.164 -0.023 0.398 0.004
O 2.157 1.360 -1.703 0.337 -0.085 -0.384 -0.094

***

3.
138
Properties=species:S:1:pos:R:3:forces:R:3:lowdin_charge:R:1 method="wB97M-V/def2-TZVPD" lumo_ev=-0.3038 charge=0 max_force_ha_per_bohr=0.038 orbital_gap_ev=7.0
C -4.733 4.387 2.063 0.599 0.420 0.279 0.014
C -3.247 4.235 1.771 -0.729 -0.194 -0.131 -0.528
O -2.857 3.855 0.674 0.068 0.211 0.020 0.004
N -2.414 4.514 2.786 0.653 0.214 -0.116 0.031
C -0.960 4.431 2.703 0.129 -0.508 1.306 -0.053
H -5.136 3.419 2.352 -0.157 -0.035 -0.238 0.087
H -5.205 4.799 1.177 -0.149 -0.319 -0.078 0.088
H -4.903 5.091 2.880 -0.006 -0.081 0.059 0.075
H -2.788 4.778 3.678 -0.190 0.058 -0.052 0.133
H -0.563 4.253 1.711 -0.293 0.203 -0.164 0.062
H -0.628 3.607 3.346 0.046 -0.184 -0.254 0.076
H -0.512 5.305 3.177 -0.037 0.265 -0.442 0.085
C 2.613 3.898 0.699 -0.654 0.714 0.417 0.017
C 2.450 3.414 2.128 0.319 -1.177 -1.109 -0.516
O 2.248 2.220 2.362 -0.239 0.447 0.636 -0.014
N 2.557 4.343 3.092 0.065 0.414 0.318 0.014
C 2.387 4.111 4.509 -0.359 0.439 0.095 -0.063
H 2.171 3.228 -0.033 0.134 -0.365 0.250 0.073
H 3.662 4.059 0.459 0.002 0.054 -0.024 0.095
H 2.037 4.827 0.609 0.393 0.167 -0.181 0.065
H 2.875 5.267 2.851 -0.127 -0.061 -0.339 0.142
H 3.338 4.144 5.041 -0.036 -0.315 0.033 0.088
H 1.841 3.189 4.686 0.313 -0.187 -0.085 0.065
H 1.763 4.922 4.899 0.090 -0.047 0.093 0.080
C -2.662 -1.019 2.385 0.063 -0.144 0.127 0.010
C -4.019 -1.369 2.960 -0.003 0.108 -1.881 -0.544
O -4.726 -2.212 2.420 0.030 -0.114 0.573 0.027
N -4.444 -0.581 3.956 -0.731 0.542 1.050 0.006
C -5.748 -0.703 4.599 0.264 -0.911 -0.520 -0.064
H -2.663 -1.017 1.296 -0.340 -0.150 0.005 0.064
H -1.969 -1.799 2.696 0.198 0.188 0.041 0.069
H -2.319 -0.031 2.689 0.203 -0.153 0.252 0.071
H -3.790 -0.009 4.464 0.314 -0.072 -0.293 0.114
H -6.097 0.291 4.859 -0.074 -0.095 0.405 0.077
H -5.681 -1.423 5.417 -0.118 0.481 0.456 0.084
H -6.470 -1.172 3.932 0.183 0.250 -0.360 0.081
C -2.232 -4.247 -6.167 -1.099 0.309 0.832 0.002
C -1.223 -4.516 -5.083 1.458 -1.100 -0.750 -0.571
O -0.187 -5.135 -5.325 -0.312 0.207 0.249 0.020
N -1.521 -4.083 -3.847 -1.086 0.378 0.075 0.021
C -0.803 -4.433 -2.651 0.832 -0.092 0.261 -0.069
H -1.988 -4.599 -7.161 0.605 0.122 0.068 0.082
H -2.471 -3.182 -6.133 -0.104 -0.046 -0.378 0.054
H -3.149 -4.780 -5.884 -0.032 0.126 -0.017 0.078
H -2.394 -3.581 -3.714 0.324 -0.137 -0.047 0.077
H -0.589 -5.500 -2.549 -0.260 -0.060 -0.297 0.090
H -1.384 -4.127 -1.783 -0.040 0.142 -0.056 0.071
H 0.182 -3.957 -2.622 -0.100 0.130 0.052 0.062
N -4.591 -4.021 -1.694 0.025 -0.147 0.257 0.009
C -4.520 -3.427 -2.914 0.224 -0.150 -0.082 -0.164
C -4.015 -2.160 -2.735 -0.685 0.054 -0.006 -0.109
C -3.868 -1.981 -1.335 -0.076 0.072 0.550 -0.102
C -4.196 -3.157 -0.697 -0.174 -0.325 -0.856 -0.106
H -4.916 -4.966 -1.601 0.093 -0.021 0.368 0.145
H -4.803 -4.031 -3.762 0.064 0.367 -0.244 0.112
H -3.853 -1.405 -3.486 -0.006 -0.089 -0.099 0.081
H -3.701 -1.041 -0.834 0.429 -0.078 -0.007 0.078
H -4.178 -3.491 0.325 -0.127 0.349 0.133 0.095
N -0.702 5.184 -0.708 0.265 -0.104 -0.089 0.011
C -0.309 4.551 -1.854 0.083 0.485 -0.244 -0.124
C 0.611 5.369 -2.469 0.175 -0.133 -0.214 -0.116
C 0.788 6.529 -1.675 -0.131 -0.457 -0.307 -0.118
C -0.013 6.364 -0.575 -0.789 0.401 0.173 -0.165
H -1.496 4.891 -0.146 0.231 -0.132 -0.076 0.086
H -0.759 3.628 -2.177 0.081 -0.100 0.125 0.104
H 1.141 5.226 -3.398 -0.192 -0.321 -0.011 0.091
H 1.365 7.361 -2.040 0.131 0.195 0.594 0.089
H -0.302 7.024 0.229 0.260 0.095 -0.033 0.101
N 4.465 -2.372 1.813 0.179 1.318 0.433 0.057
C 5.735 -1.975 2.150 0.064 -0.074 -0.261 -0.133
C 5.649 -0.844 2.933 0.783 -0.488 -0.206 -0.129
C 4.289 -0.518 3.061 -0.367 0.078 0.202 -0.122
C 3.591 -1.448 2.340 -0.520 -0.667 -0.066 -0.138
H 4.182 -3.166 1.264 0.008 -0.037 -0.076 0.109
H 6.602 -2.423 1.692 -0.024 -0.252 0.256 0.111
H 6.497 -0.312 3.334 -0.042 0.022 0.015 0.098
H 3.882 0.303 3.626 -0.146 0.035 -0.139 0.092
H 2.532 -1.545 2.159 0.031 -0.103 0.156 0.084
N 4.990 0.484 0.103 0.050 0.394 -0.169 0.041
C 3.912 0.953 -0.586 0.167 0.194 -0.073 -0.155
C 4.377 1.637 -1.705 -0.831 -0.648 0.946 -0.122
C 5.783 1.574 -1.650 0.314 0.159 -0.481 -0.117
C 6.135 0.879 -0.518 0.108 -0.208 -0.092 -0.128
H 4.949 0.002 0.990 -0.027 0.111 -0.041 0.074
H 2.932 0.798 -0.165 -0.100 0.057 -0.262 0.088
H 3.726 2.054 -2.455 0.172 0.179 -0.095 0.101
H 6.434 1.966 -2.415 0.187 0.009 0.181 0.090
H 7.097 0.600 -0.122 0.008 0.032 -0.063 0.106
N -0.533 0.875 5.543 -0.625 -0.255 0.420 0.014
C 0.186 0.503 4.445 0.916 -0.195 -0.297 -0.132
C 0.035 -0.851 4.270 -0.576 -0.432 0.022 -0.111
C -0.892 -1.285 5.238 -0.702 0.123 1.136 -0.130
C -1.206 -0.215 6.035 0.207 -0.091 -0.123 -0.147
H -0.567 1.755 6.020 0.273 0.243 -0.322 0.138
H 0.809 1.189 3.891 0.025 0.106 0.153 0.071
H 0.443 -1.565 3.573 0.304 0.605 -0.416 0.085
H -1.387 -2.229 5.413 0.462 -0.267 -0.297 0.101
H -1.763 -0.190 6.957 -0.127 0.197 -0.110 0.107
N 0.252 0.779 0.888 -0.405 0.577 0.471 0.044
C -0.870 1.337 0.347 0.434 -0.678 -0.586 -0.117
C -1.205 0.546 -0.732 -0.814 0.614 0.075 -0.128
C -0.292 -0.531 -0.825 -0.001 0.362 0.491 -0.105
C 0.610 -0.328 0.198 0.164 -0.521 -0.036 -0.160
H 0.699 1.141 1.717 0.399 -0.070 -0.293 0.087
H -1.314 2.244 0.716 -0.030 -0.022 0.025 0.078
H -2.066 0.779 -1.343 0.046 -0.265 -0.127 0.082
H -0.325 -1.370 -1.500 0.012 0.046 -0.105 0.082
H 1.484 -0.884 0.496 -0.086 -0.087 -0.113 0.083
N 3.543 -1.235 -3.014 -0.593 -0.205 0.212 0.026
C 2.226 -1.619 -3.138 -0.098 0.199 0.078 -0.134
C 2.104 -2.431 -4.244 0.537 0.325 -0.002 -0.101
C 3.406 -2.541 -4.803 -0.069 0.121 0.142 -0.104
C 4.254 -1.796 -4.015 0.510 -0.295 -0.832 -0.153
H 3.904 -0.587 -2.321 -0.156 -0.145 -0.191 0.097
H 1.496 -1.227 -2.451 0.011 -0.038 -0.061 0.069
H 1.231 -2.862 -4.705 -0.197 -0.070 0.349 0.070
H 3.639 -3.084 -5.704 0.197 0.005 0.074 0.089
H 5.306 -1.595 -4.145 -0.025 -0.025 0.119 0.104
N -2.724 0.981 -4.880 0.089 -0.296 -0.261 0.010
C -2.993 0.725 -6.200 -0.131 -0.266 -0.107 -0.135
C -2.261 -0.385 -6.581 -0.426 1.047 0.221 -0.105
C -1.529 -0.783 -5.442 0.928 -0.384 -0.077 -0.126
C -1.812 0.069 -4.413 -0.360 0.282 0.097 -0.136
H -3.230 1.616 -4.292 0.020 0.203 -0.078 0.141
H -3.668 1.358 -6.752 -0.024 -0.079 -0.016 0.101
H -2.190 -0.781 -7.578 -0.070 -0.104 -0.011 0.093
H -0.762 -1.542 -5.459 -0.090 -0.048 0.270 0.087
H -1.473 0.165 -3.396 0.186 -0.290 -0.050 0.085
N 0.831 -4.425 1.972 0.370 -0.194 0.132 0.019
C 1.968 -5.203 2.011 -0.333 0.055 -1.051 -0.115
C 2.620 -4.986 0.812 0.858 0.125 0.368 -0.131
C 1.955 -3.952 0.113 -0.811 -0.352 -0.126 -0.114
C 0.805 -3.697 0.815 0.231 0.866 0.243 -0.145
H 0.221 -4.298 2.758 -0.216 -0.056 -0.097 0.138
H 2.143 -5.914 2.798 0.037 0.048 0.075 0.105
H 3.522 -5.451 0.442 -0.011 -0.191 0.295 0.098
H 2.221 -3.480 -0.821 0.038 -0.197 -0.094 0.093
H 0.059 -2.946 0.608 -0.179 -0.148 0.177 0.094